(one)
{"formula": "C44H50BKN13O7S", "method": "the ωB97M-V functional and the def2-TZVPD basis", "charge": -1, "species": ["H", "C", "H", "H", "C", "C", "N", "H", "C", "O", "N", "C", "H", "H", "C", "H", "C", "O", "S", "H", "C", "H", "H", "H", "H", "C", "H", "C", "N", "H", "H", "C", "C", "H", "C", "H", "C", "C", "C", "C", "H", "N", "H", "C", "H", "C", "O", "N", "N", "H", "C", "O", "C", "N", "C", "H", "O", "C", "H", "C", "O", "H", "H", "N", "C", "C", "C", "H", "H", "H", "H", "C", "C", "H", "H", "C", "N", "N", "C", "C", "H", "O", "H", "C", "C", "H", "C", "K", "H", "C", "C", "C", "H", "N", "H", "H", "H", "H", "H", "B", "C", "H", "C", "N", "N", "C", "H", "H", "H", "H", "H", "H", "C", "C", "H", "C", "H"], "positions_angstrom": [[2.274, 0.237, -4.265], [-5.397, 2.231, 2.943], [-2.644, 3.396, -2.155], [-4.793, -2.946, 2.623], [2.789, -2.059, 2.207], [0.154, 3.179, -2.977], [-2.846, 2.778, -1.383], [-1.872, -5.311, 2.589], [-0.398, -4.175, -1.568], [2.264, 5.527, 3.362], [0.532, 2.214, -2.135], [2.446, 2.204, 5.292], [-5.914, 3.142, 3.221], [0.050, 0.692, 3.426], [2.482, -4.156, 0.718], [3.836, -2.159, 2.444], [4.348, 6.376, 4.761], [1.598, 0.259, -1.722], [3.536, 6.166, 3.157], [5.566, 5.640, 2.138], [4.400, 2.177, 0.788], [-0.758, -5.892, -0.328], [-0.308, -4.393, 1.184], [0.906, 4.296, -6.018], [4.814, 5.421, 5.004], [-0.765, -1.432, -4.942], [3.748, 6.841, 6.784], [1.694, 1.084, -3.929], [5.794, 2.159, 0.864], [0.062, 5.098, -4.667], [1.903, -5.025, 1.035], [-1.125, -0.495, -5.895], [-6.113, 1.128, 2.499], [0.377, 2.637, 4.940], [-1.056, -1.228, -3.594], [1.579, 2.077, -5.809], [-2.793, -3.508, 1.888], [3.508, 1.365, 4.990], [-0.547, -3.626, -2.821], [2.042, -2.926, 1.438], [4.823, 4.190, 2.869], [2.278, 1.526, 0.732], [2.875, 7.749, 5.536], [3.326, 0.295, 4.125], [1.274, 4.706, 1.092], [2.315, 2.858, 0.780], [-1.796, 2.197, 0.557], [0.767, -2.463, 1.431], [-0.720, -1.994, -1.288], [-2.571, 1.799, -3.889], [-3.357, -1.371, 1.937], [-0.557, 4.156, -2.657], [-3.836, -2.672, 2.210], [-0.505, -3.164, -0.673], [-0.209, -5.619, -1.228], [5.110, 7.138, 4.606], [3.541, 7.442, 2.479], [1.201, 1.970, 4.719], [-0.806, 3.942, -5.680], [2.080, 0.048, 3.551], [6.345, 1.067, 0.893], [2.348, -4.035, -0.360], [-2.835, 1.801, -1.622], [3.595, 3.314, 0.800], [1.108, 3.700, 0.721], [0.164, 4.173, -5.229], [-5.448, -0.035, 2.141], [0.332, 3.216, 1.312], [3.252, 5.355, 0.608], [3.535, -4.342, 0.920], [-1.813, 4.966, -0.821], [-1.705, -0.050, -3.224], [4.646, 5.069, 2.250], [-0.568, -6.230, -2.056], [2.497, 6.050, 5.809], [1.017, 0.900, 3.866], [-1.776, -2.728, 1.441], [0.671, -1.331, 2.129], [-1.777, 0.669, -5.518], [1.283, 1.141, -2.529], [-1.372, 4.606, 0.776], [6.410, 3.229, 0.921], [3.799, 0.054, 0.702], [-2.059, 0.890, -4.177], [-2.733, -4.998, 1.999], [4.483, 1.532, 5.434], [-2.141, 3.059, -0.240], [-0.121, 0.366, -0.028], [-2.276, 0.921, 2.753], [-3.351, 0.995, 2.683], [1.322, 2.068, -4.757], [4.069, 4.686, 0.875], [0.843, -5.861, -1.061], [-1.978, 4.403, 0.000], [-2.653, -5.469, 1.017], [4.165, -0.351, 3.897], [-7.193, 1.176, 2.422], [-2.060, 1.403, -6.263], [-6.009, -0.886, 1.772], [-0.446, -3.245, 0.870], [-0.752, -2.250, -2.594], [2.578, 3.024, 5.987], [-4.013, 2.161, 3.025], [-2.118, -1.429, 1.463], [0.587, 3.131, -4.320], [3.305, 6.780, 5.791], [-0.893, -0.669, -6.940], [-1.941, 0.072, -2.169], [-0.539, -4.158, -3.759], [-3.449, 3.024, 3.356], [4.857, 4.800, 0.141], [-0.252, -2.336, -5.248], [3.544, 1.100, 0.741], [1.869, -1.081, 2.645], [-3.640, -5.355, 2.484], [-4.059, -0.117, 2.230], [0.757, 3.719, -0.314]], "lowdin_charge": [0.1074, -0.1077, 0.0747, 0.0995, 0.0089, -0.5255, 0.1768, 0.0760, -0.2765, -0.3103, 0.1521, -0.1127, 0.0915, 0.1017, -0.0223, 0.1019, -0.2885, -0.1281, 0.6362, 0.1078, -0.1442, 0.0564, 0.1072, 0.0828, 0.0956, -0.0358, 0.0763, 0.0018, -0.3395, 0.0805, 0.0717, -0.0967, -0.1038, 0.1028, -0.1536, 0.1210, -0.2775, -0.1014, 0.0169, -0.2671, 0.1047, 0.1125, 0.0817, -0.0422, 0.0687, -0.2717, -0.0853, 0.0262, 0.0927, 0.0930, -0.2508, -0.0477, 0.0104, 0.0291, -0.0294, 0.0986, -0.3244, -0.0792, 0.0833, -0.1731, 0.0669, 0.0831, 0.0681, 0.0606, 0.0091, -0.0436, -0.0443, 0.0791, 0.1216, 0.0772, 0.0827, -0.0284, -0.2042, 0.0764, 0.0675, -0.0225, 0.0202, 0.0909, -0.1059, -0.5414, 0.0843, 0.0304, 0.1264, -0.0809, -0.0367, 0.0943, -0.6523, 0.7259, 0.0938, -0.0395, -0.0880, -0.1285, 0.0687, 0.1669, 0.0695, 0.1056, 0.0922, 0.0950, 0.1053, -0.5061, -0.2451, 0.0884, -0.0858, 0.1249, -0.0658, -0.1236, 0.0969, 0.0933, 0.0996, 0.1012, 0.1226, 0.1060, -0.0171, -0.2725, 0.0731, -0.1589, 0.0703]}



(two)
{"formula": "C44H50BKN13O7S", "method": "the ωB97M-V functional and the def2-TZVPD basis", "charge": -1, "species": ["C", "N", "H", "N", "H", "H", "H", "N", "N", "O", "C", "C", "H", "H", "H", "H", "O", "N", "C", "H", "K", "C", "H", "B", "C", "C", "C", "N", "H", "H", "C", "H", "H", "H", "O", "H", "H", "H", "H", "C", "H", "N", "H", "C", "C", "C", "H", "H", "H", "N", "O", "H", "H", "H", "H", "C", "C", "H", "H", "C", "H", "H", "H", "C", "O", "C", "C", "N", "H", "H", "C", "H", "H", "C", "C", "C", "O", "H", "H", "H", "H", "S", "C", "C", "H", "N", "C", "C", "H", "C", "C", "H", "C", "C", "C", "H", "C", "N", "C", "H", "C", "N", "C", "O", "C", "C", "C", "H", "H", "C", "C", "C", "H", "C", "C", "H", "N"], "positions_angstrom": [[4.711, 2.030, 1.006], [-2.693, 1.498, 1.929], [-1.536, -5.366, 1.959], [3.365, -1.675, -2.422], [-1.829, -3.467, -4.280], [-0.034, -4.782, 3.746], [-0.642, 0.897, -5.523], [-2.315, 0.385, 1.270], [0.614, 2.641, 1.850], [-1.832, 2.795, -0.963], [2.751, -1.824, -1.222], [2.509, -3.130, -0.558], [3.009, -3.389, 6.433], [-2.896, 4.562, -2.443], [6.262, 2.424, -0.430], [-0.144, 0.265, 6.765], [0.713, -0.025, -3.467], [-0.103, 0.492, 3.483], [3.536, -2.902, 4.409], [1.969, -0.563, 2.517], [0.112, 0.643, 0.236], [1.275, 3.552, 1.148], [2.974, -2.669, -5.568], [-1.718, 2.316, 2.826], [1.755, -1.844, 5.635], [-4.463, -2.893, -1.618], [-1.515, -3.273, -5.304], [-1.020, 1.399, 3.851], [-2.708, 4.590, 0.655], [2.125, -1.465, -4.577], [-1.855, 2.230, -4.413], [0.178, -2.329, -6.319], [-3.593, 4.028, -3.992], [4.342, -3.624, 4.358], [0.700, -3.813, -3.186], [2.987, 1.832, 2.279], [-3.227, -4.347, -2.608], [-2.547, 5.116, 2.345], [5.288, 1.288, 1.545], [-0.347, -3.710, 2.035], [1.168, -1.754, 6.541], [2.426, -0.653, -0.693], [-5.825, 2.780, 2.036], [-2.114, 2.320, 5.922], [2.874, 0.296, -1.550], [-3.241, 3.702, -3.014], [-3.143, 2.163, 5.595], [-5.392, -3.297, -2.004], [-1.173, -1.494, -0.197], [-0.178, -3.854, 3.388], [4.092, 1.533, -3.756], [-1.115, -3.383, -1.718], [-2.271, -2.642, -5.770], [0.368, -3.127, 3.826], [2.057, -2.927, 0.410], [2.789, -2.770, 5.571], [3.500, -2.704, -3.446], [-2.057, 2.117, 6.992], [4.917, 4.092, -1.666], [3.218, 3.908, -0.375], [-5.478, 0.727, 0.449], [-1.858, 6.097, 1.040], [-4.063, 3.245, -2.460], [5.261, 2.669, -0.098], [1.349, -4.709, -5.398], [-0.174, 0.848, -3.367], [4.508, 3.611, -0.787], [-0.895, -4.819, 1.406], [-1.461, -4.217, -5.847], [3.345, -3.669, -2.967], [0.444, 4.652, 0.869], [3.816, -2.195, 2.400], [-2.431, 2.612, -5.248], [2.656, 3.271, 0.732], [3.422, 2.328, 1.420], [-0.176, -2.548, -5.310], [-0.058, -2.704, 1.419], [-4.431, 3.860, 1.944], [0.677, 5.551, 0.322], [-1.253, -4.589, 0.489], [-4.693, 2.891, 3.390], [1.073, -3.561, -4.560], [-2.102, -1.845, -0.609], [-2.074, -2.952, -1.446], [-2.390, 3.118, 3.417], [4.090, 0.316, -3.718], [3.240, -2.100, 3.313], [2.210, -1.177, 3.374], [2.623, 4.621, -0.934], [-3.313, -1.236, -0.273], [-1.481, 2.309, -2.041], [-0.193, -1.638, -4.699], [-4.002, 1.764, 1.693], [-4.774, 2.890, 2.302], [-0.765, 4.327, 1.444], [-1.871, 3.370, 5.754], [-2.048, 5.079, 1.376], [-0.633, 3.111, 2.030], [3.464, -0.304, -2.620], [1.821, -3.744, -1.135], [-0.299, 0.486, 5.722], [-2.157, 2.760, -3.197], [0.354, -0.061, 4.595], [4.607, -0.394, -4.582], [-3.252, -3.484, -1.953], [-3.372, -0.045, 0.594], [-0.895, 1.304, -4.556], [-5.440, -1.331, -0.534], [2.749, 1.354, -1.380], [1.448, -1.037, 4.538], [-1.167, 1.418, 5.200], [2.510, -2.485, -4.602], [3.447, -3.673, -0.426], [-4.489, -1.781, -0.791], [-4.476, 0.796, 0.838], [4.510, -2.666, -3.841], [-0.518, 1.380, -2.169]], "lowdin_charge": [-0.0890, 0.0352, 0.0872, 0.0602, 0.0450, 0.0942, 0.0950, 0.0681, 0.0324, 0.0130, -0.3032, 0.0116, 0.0937, 0.0862, 0.0957, 0.0951, -0.0421, 0.1358, -0.1074, 0.0954, 0.7193, -0.2747, 0.1078, -0.4879, -0.0558, -0.0965, -0.1018, 0.0269, 0.0702, 0.0808, -0.0836, 0.1097, 0.0790, 0.0926, -0.3223, 0.1062, 0.0947, 0.0673, 0.0995, -0.6337, 0.1041, 0.1022, 0.0752, -0.0379, -0.0503, -0.0367, 0.0735, 0.0937, 0.0503, 0.1768, 0.0812, 0.0868, 0.0801, 0.0682, 0.0579, -0.1061, -0.1195, 0.0721, 0.1004, -0.0396, 0.0957, 0.0775, 0.0917, -0.1058, -0.3310, -0.5007, -0.0973, 0.1512, 0.0769, 0.1195, 0.0195, 0.0988, 0.1157, -0.1710, -0.0350, -0.2925, 0.0331, 0.0565, 0.1025, 0.0759, 0.0710, 0.6573, -0.0290, -0.0894, 0.1061, -0.3286, -0.0818, -0.0335, 0.1102, -0.1362, -0.5194, 0.0734, -0.2758, -0.0284, -0.2861, 0.0780, -0.0267, 0.0313, -0.1751, 0.0659, 0.0133, -0.0630, -0.2548, 0.0444, -0.1124, -0.2490, -0.0086, 0.0990, 0.1154, -0.1784, -0.2778, -0.1965, 0.0904, -0.0391, 0.0119, 0.1171, 0.0917]}



Top of the stability list: (two), leading by 3.7 kcal/mol.



(one)
{"formula": "C2H5NSi", "method": "the ωB97M-V functional and the def2-TZVPD basis", "species": ["N", "H", "H", "C", "C", "H", "H", "Si", "H"], "positions_angstrom": [[-2.600, -0.758, -0.403], [3.655, -0.687, 0.812], [-2.814, -1.018, -1.423], [3.311, 0.065, 0.181], [2.683, 0.953, -0.284], [2.135, 1.737, -0.739], [-2.509, -1.452, 0.322], [-2.446, 0.831, 0.322], [-1.416, 0.329, 1.214]], "lowdin_charge": [-0.3011, 0.0026, 0.0472, -0.0091, -0.0073, 0.0146, -0.0313, 0.4998, -0.2154]}



(two)
{"formula": "C2H5NSi", "method": "the ωB97M-V functional and the def2-TZVPD basis", "species": ["N", "H", "H", "C", "C", "Si", "H", "H", "H"], "positions_angstrom": [[-0.415, -1.208, -0.128], [-2.519, 0.292, -0.888], [3.227, 0.793, 0.351], [2.202, 0.480, 0.313], [1.252, -0.284, 0.206], [-1.379, 0.230, 0.095], [-1.755, -0.060, 1.470], [0.013, -1.582, -0.947], [-0.625, 1.340, -0.472]], "lowdin_charge": [-0.1330, -0.0919, 0.0175, -0.0049, -0.1170, 0.4811, -0.0666, -0.0057, -0.0795]}



(three)
{"formula": "C2H5NSi", "method": "the ωB97M-V functional and the def2-TZVPD basis", "species": ["H", "H", "C", "H", "Si", "H", "N", "C", "H"], "positions_angstrom": [[0.510, -1.562, -0.961], [-0.574, 1.289, 0.972], [-1.647, 0.206, -0.162], [-0.213, 1.412, -0.741], [1.061, -0.532, -0.018], [1.334, -1.284, 1.168], [-2.583, -0.426, 0.005], [-0.337, 0.715, 0.093], [2.451, 0.181, -0.354]], "lowdin_charge": [-0.0528, 0.0816, -0.3646, 0.0737, 0.6556, -0.1076, 0.1439, -0.3845, -0.0454]}



Top of the stability list: (three), leading by 52.5 kcal/mol.



(one)
{"formula": "C5H16NO2", "method": "the ωB97M-V functional and the def2-TZVPD basis", "charge": 1, "species": ["C", "H", "H", "C", "C", "H", "H", "C", "H", "H", "H", "O", "H", "H", "H", "O", "C", "H", "H", "N", "H", "H", "H", "H"], "positions_angstrom": [[1.060, -0.439, -0.961], [-2.335, -0.746, 0.827], [-2.609, -2.358, 0.969], [0.061, -0.580, -0.126], [-1.631, -1.475, 2.732], [-0.845, -2.526, -0.450], [2.115, 0.929, -2.119], [-0.575, -1.855, 0.369], [0.565, 1.388, -1.671], [1.668, -1.173, -1.440], [-1.740, 0.941, -2.446], [3.360, 2.927, -0.629], [-1.900, -0.478, 3.064], [-1.700, 2.382, -1.912], [3.701, 2.953, 0.287], [-1.175, 1.576, -1.993], [-1.829, -1.624, 1.198], [0.199, -2.409, 0.916], [-0.590, -1.667, 2.970], [1.441, 0.943, -1.352], [1.794, 1.488, -0.560], [3.703, 3.688, -1.106], [-0.512, 0.320, 0.152], [-2.227, -2.205, 3.280]], "lowdin_charge": [-0.0764, 0.0885, 0.1091, -0.0743, -0.0786, 0.1225, 0.1656, -0.1906, 0.0983, 0.1240, 0.0804, -0.0551, 0.0671, 0.0821, 0.0741, -0.0307, -0.2552, 0.1242, 0.0650, 0.1734, 0.1311, 0.0576, 0.1244, 0.0735]}



(two)
{"formula": "C5H16NO2", "method": "the ωB97M-V functional and the def2-TZVPD basis", "charge": 1, "species": ["H", "O", "H", "H", "H", "C", "H", "H", "H", "H", "O", "H", "H", "H", "C", "H", "H", "C", "C", "H", "H", "C", "H", "N"], "positions_angstrom": [[1.203, 1.800, -1.684], [1.680, 0.954, -1.828], [-1.320, 1.424, 1.092], [-3.165, 0.352, 1.837], [2.280, -1.593, -0.005], [-0.908, -0.569, 0.012], [-0.776, -3.468, -0.368], [1.766, -0.680, 1.029], [-0.049, 0.458, 1.693], [-1.875, -1.119, 0.072], [0.140, 3.246, -0.870], [0.306, 3.536, 0.075], [-2.362, -1.179, 2.142], [1.669, -0.051, -0.540], [0.101, -2.841, -0.419], [0.942, -3.466, -0.729], [2.530, 1.334, -2.138], [-1.035, 0.358, 1.250], [-2.213, -0.115, 2.156], [-2.069, 0.277, 3.160], [-1.060, 0.010, -0.953], [0.179, -1.577, -0.035], [-0.010, 4.093, -1.328], [1.509, -0.937, 0.069]], "lowdin_charge": [0.0359, -0.0488, 0.1070, 0.0905, 0.1602, -0.1667, 0.0882, 0.1646, 0.0816, 0.1206, -0.0757, 0.0907, 0.0639, 0.1219, 0.1220, 0.0864, 0.0979, -0.2336, -0.0939, 0.0735, 0.1495, -0.2978, 0.0698, 0.1924]}



(three)
{"formula": "C5H16NO2", "method": "the ωB97M-V functional and the def2-TZVPD basis", "charge": 1, "species": ["H", "O", "C", "H", "H", "C", "N", "H", "H", "H", "H", "H", "H", "H", "H", "O", "C", "C", "C", "H", "H", "H", "H", "H"], "positions_angstrom": [[-3.388, 0.813, 2.164], [2.603, 1.053, 2.259], [-0.768, -0.035, -2.392], [-1.575, -0.326, -3.059], [-1.705, 0.368, 2.690], [-2.020, 0.746, 0.599], [0.396, -1.661, -0.923], [1.300, -1.117, -0.767], [0.479, -2.218, -1.773], [-0.113, 1.216, -0.248], [0.279, -2.286, -0.127], [0.163, -0.129, -2.955], [3.294, -0.545, -0.048], [-1.652, -1.229, -0.789], [3.210, 0.879, 2.990], [2.450, -0.112, -0.229], [-2.347, 0.676, 1.877], [-0.635, 0.336, 0.137], [-0.744, -0.677, -1.029], [-0.892, 1.045, -2.300], [2.459, 0.616, 0.442], [1.994, 1.655, 2.709], [-2.692, 1.042, -0.200], [-0.099, -0.108, 0.973]], "lowdin_charge": [0.0684, -0.0450, -0.0292, 0.0914, 0.0651, -0.1686, 0.1886, 0.0978, 0.1658, 0.1189, 0.1685, 0.0953, 0.0823, 0.1473, 0.0702, -0.0561, 0.0243, -0.1813, -0.3341, 0.0915, 0.0493, 0.0678, 0.1139, 0.1081]}



(four)
{"formula": "C5H16NO2", "method": "the ωB97M-V functional and the def2-TZVPD basis", "charge": 1, "species": ["N", "H", "C", "O", "O", "H", "H", "C", "H", "H", "H", "H", "H", "C", "C", "H", "H", "H", "H", "H", "H", "H", "H", "C"], "positions_angstrom": [[-0.033, 1.848, -0.618], [-0.176, 1.095, -1.308], [-1.650, -0.721, 3.088], [0.326, -2.818, -2.868], [-0.556, -0.248, -2.712], [-0.226, -1.134, -2.956], [-0.223, 2.755, -1.040], [0.088, 0.558, 1.875], [-1.181, -1.395, 3.806], [-0.338, 0.377, -3.401], [-1.832, 0.285, 3.523], [-0.437, -3.379, -3.022], [-0.686, 1.658, 0.168], [-0.704, -0.507, 1.956], [1.277, 1.850, 0.075], [1.447, -0.299, 0.436], [1.342, 2.767, 0.683], [-0.621, -1.314, 1.250], [2.175, 0.804, 1.678], [1.119, -3.101, -3.363], [0.069, 1.385, 2.593], [-2.632, -1.124, 2.815], [2.163, 1.948, -0.554], [1.330, 0.629, 1.018]], "lowdin_charge": [0.1836, 0.1146, -0.0827, -0.0430, -0.0646, 0.0028, 0.1718, -0.1678, 0.0898, 0.0450, 0.0887, 0.0678, 0.1490, -0.1442, -0.1604, 0.1266, 0.1356, 0.1113, 0.1236, 0.0840, 0.1260, 0.0819, 0.1322, -0.1715]}



Top of the stability list: (four), leading by 2.0 kcal/mol.